1.
Here is one molecule with the formula C3H5N3O at a distorted geometry from OMol25. Energies are from ωB97M-V with the def2-TZVPD basis set.

Each line ends with the natural charge from an NBO analysis.
Atoms and positions in Å:
C: 0.837 0.167 -0.005  0.699
C: -1.246 -0.608 0.737  -0.184
C: -2.195 0.053 -0.163  0.253
H: 2.587 0.347 -1.129  0.387
H: 1.769 -1.089 -1.301  0.395
H: 1.302 2.026 0.302  0.363
H: -1.053 0.079 1.558  0.259
H: -1.633 -1.564 1.082  0.236
N: 1.960 -0.316 -0.690  -0.832
N: 0.580 1.307 0.532  -0.790
N: -2.907 0.489 -0.982  -0.293
O: -0.001 -0.892 0.057  -0.492

Relative energy (zero: lowest compared OMol25 entry of this formula, charge and spin) (kJ/mol): 132.6
Gap between HOMO and LUMO (eV): 10.72
HOMO energy (hartree): -0.3683
SMILES string: [H]/N=C(\N)OCC#N
Calculated total energy (Ha): -356.8069
Strongest force on any atom (eV Å⁻¹): 2.9

2.
Here is one molecule with the formula C3H5N3O at a distorted geometry from OMol25. Energies are from ωB97M-V with the def2-TZVPD basis set.

Each line ends with the natural charge from an NBO analysis.
Atoms and positions in Å:
C: 0.921 0.401 0.427  0.636
C: -1.114 -1.072 -0.456  -0.006
C: 0.487 -0.344 -0.820  -0.510
N: -1.143 -1.543 0.867  -0.028
N: -1.895 -0.608 0.582  -0.083
N: 0.525 1.656 0.657  -0.846
O: 1.516 -0.252 1.231  -0.608
H: -1.465 -1.540 -1.291  0.172
H: 0.291 0.249 -1.759  0.200
H: 1.114 -1.108 -1.001  0.223
H: 0.116 2.249 -0.148  0.418
H: 0.648 1.911 1.711  0.431

Relative energy (zero: lowest compared OMol25 entry of this formula, charge and spin) (kJ/mol): 384.4
Gap between HOMO and LUMO (eV): 10.33
HOMO energy (hartree): -0.3620
SMILES string: NC(=O)CC1N=N1
Calculated total energy (Ha): -356.7110
Strongest force on any atom (eV Å⁻¹): 6.9